{
  "formula": "C16H9Br2N2O5Pd",
  "method": "ωB97M-V/def2-TZVPD",
  "total_charge": 1,
  "lumo_ev": -4.6444,
  "e_homo_ev": -10.520,
  "relative_energy_kcal_mol": 2.9,
  "orbital_gap_ha": 0.216,
  "species": ["Pd", "O", "C", "O", "C", "C", "C", "C", "C", "N", "C", "O", "O", "H", "H", "H", "H", "H", "Br", "C", "C", "C", "Br", "C", "C", "C", "C", "N", "C", "C", "O", "H", "H", "H", "H"],
  "coordinates": [[0.31073, -1.26849, 0.11415], [-3.45479, 1.26501, 0.01638], [-2.54619, 0.28967, 0.03775], [-2.04426, -0.23319, -0.90866], [-2.21924, -0.14202, 1.44662], [-3.07233, 0.10824, 2.51222], [-2.82003, -0.50790, 3.72241], [-1.76295, -1.40346, 3.81516], [-0.95384, -1.58098, 2.71006], [-1.13756, -0.91248, 1.56140], [0.06873, -2.66829, 2.55593], [0.49907, -3.35977, 3.58113], [0.43091, -2.94818, 1.42979], [-3.68444, 1.45393, -0.90821], [-3.93067, 0.74760, 2.37033], [-3.46860, -0.34229, 4.57161], [-1.62000, -1.96407, 4.72895], [0.18258, -3.01478, 4.42669], [3.63886, -2.74308, -3.35423], [2.92289, -1.04560, -3.01390], [3.31942, 0.05103, -3.80345], [2.83532, 1.30977, -3.57579], [3.42349, 2.74384, -4.64948], [1.91235, 1.53739, -2.52738], [1.37812, 2.78193, -2.14380], [0.52936, 2.86258, -1.07037], [0.17420, 1.69818, -0.38357], [0.62382, 0.51388, -0.73600], [1.51290, 0.41356, -1.77725], [2.01188, -0.88988, -1.99440], [1.59272, -1.86922, -1.20082], [4.03268, -0.11754, -4.59812], [1.66231, 3.67143, -2.68992], [0.13118, 3.81133, -0.74188], [-0.47864, 1.75186, 0.47664]],
  "forces_ev_per_angstrom": [[0.029, -0.255, 0.298], [0.015, -0.025, -0.065], [-0.053, 0.163, 0.402], [-0.357, -0.037, -0.470], [-0.005, 0.030, -0.124], [0.019, -0.012, -0.001], [-0.022, -0.032, 0.112], [-0.057, 0.082, -0.051], [0.096, -0.069, 0.075], [-0.380, 0.142, 0.185], [-0.131, 0.137, -0.097], [-0.022, 0.004, 0.058], [0.413, -0.219, -0.238], [-0.004, 0.007, 0.002], [0.002, 0.010, -0.013], [-0.002, 0.012, -0.007], [0.056, -0.027, -0.013], [0.021, -0.043, 0.020], [0.012, -0.013, -0.003], [-0.020, -0.050, -0.030], [-0.011, 0.057, 0.007], [0.043, -0.059, -0.009], [-0.004, 0.011, -0.008], [-0.028, -0.061, 0.018], [0.002, 0.041, 0.012], [0.035, 0.045, -0.065], [0.060, -0.025, -0.001], [0.286, 0.197, -0.161], [-0.106, -0.082, 0.138], [-0.044, -0.114, 0.081], [0.195, 0.210, -0.070], [-0.002, 0.003, -0.005], [-0.005, -0.005, -0.004], [0.000, 0.000, 0.004], [-0.030, -0.024, 0.022]],
  "lowdin_charge": [1.112, 0.147, -0.500, 0.123, -0.142, 0.054, 0.014, 0.042, -0.144, 0.060, -0.421, 0.214, 0.057, 0.156, 0.137, 0.133, 0.131, 0.133, 0.843, -0.606, -0.142, -0.624, 0.818, -0.177, 0.007, -0.018, -0.102, -0.018, -0.129, -0.385, -0.202, 0.105, 0.094, 0.117, 0.114]
}



{
  "formula": "C16H9BrF3N7",
  "method": "ωB97M-V/def2-TZVPD",
  "total_charge": 0,
  "lumo_ev": -0.7118,
  "e_homo_ev": -9.297,
  "relative_energy_kcal_mol": 32.1,
  "orbital_gap_ha": 0.316,
  "species": ["F", "F", "F", "Br", "N", "N", "N", "N", "N", "C", "C", "C", "C", "C", "C", "C", "C", "C", "C", "C", "C", "C", "C", "C", "N", "N", "C", "H", "H", "H", "H", "H", "H", "H", "H", "H"],
  "coordinates": [[-3.52022, 5.69460, -1.98340], [-1.76541, 7.06487, -2.52839], [-2.48718, 5.35182, -3.90846], [3.61082, -2.76234, 5.46466], [-0.36719, -5.54283, -0.29211], [1.90434, 2.61927, 1.55624], [-0.10872, -6.24744, 0.72219], [2.47322, 1.51997, 2.08839], [0.32917, -4.27539, -0.22431], [0.88495, -4.28294, 0.96408], [0.92426, 2.29575, 0.63460], [0.88482, 0.92326, 0.55856], [-0.82394, 2.75130, -0.89675], [0.51968, 4.64019, -0.24891], [2.34409, -3.45743, 2.95343], [2.70666, -0.98964, 3.27646], [1.53786, -1.92254, 1.29829], [-1.62580, 3.56573, -1.74875], [-0.24494, 5.41159, -1.06212], [2.89450, -2.35518, 3.72059], [0.23321, 3.26275, -0.13989], [1.63422, -3.25156, 1.78545], [2.02959, -0.78956, 2.00124], [-1.33788, 4.90949, -1.81379], [0.75967, -5.52813, 1.46167], [1.83650, 0.51132, 1.55119], [-2.28680, 5.77095, -2.61381], [0.24619, 0.26051, 0.00734], [-1.06570, 1.62198, -0.67332], [1.44114, 4.97338, 0.26804], [2.54699, -4.35600, 3.50944], [3.09660, -0.20726, 3.90494], [0.89744, -1.73898, 0.46076], [-2.33819, 2.96271, -2.28076], [0.06799, 6.40368, -1.14940], [1.21843, -5.75750, 2.42697]],
  "forces_ev_per_angstrom": [[1.235, 0.831, -1.163], [-1.744, -1.479, -1.047], [0.403, 1.155, 1.661], [-0.209, 0.360, -1.006], [1.121, 1.801, -0.247], [1.127, -0.809, 0.678], [0.923, 0.046, 0.205], [-2.085, 2.807, -1.295], [-1.464, -0.612, 0.726], [1.270, -0.886, 0.046], [2.716, -1.692, 1.833], [1.354, 0.084, 2.173], [-0.806, -1.058, 0.494], [1.339, -1.885, 0.878], [1.127, 1.426, 1.949], [-0.174, -2.729, -0.825], [0.036, 0.916, 1.338], [1.661, -2.045, 1.496], [-0.976, -0.310, -0.803], [-1.699, 1.153, -1.959], [-1.855, 0.854, -1.507], [-0.263, 1.339, -1.509], [1.162, -2.736, 2.020], [0.171, -0.449, -0.089], [0.889, 0.103, 3.593], [-2.204, -0.287, -2.676], [0.494, 0.168, 1.070], [0.253, -0.282, 0.108], [0.125, 2.501, -1.065], [-0.898, 0.225, -0.371], [-0.386, -0.815, -0.573], [-0.159, 0.356, -0.223], [0.029, -0.138, -0.576], [-0.682, 0.738, -0.444], [-0.024, 1.544, -0.286], [-1.804, -0.196, -2.607]],
  "lowdin_charge": [0.105, 0.088, 0.123, 0.725, -0.019, 0.087, -0.015, 0.074, 0.087, -0.320, -0.252, 0.060, -0.002, -0.004, -0.092, -0.006, 0.044, 0.001, -0.008, -0.606, -0.189, -0.134, -0.149, -0.114, 0.032, -0.105, -0.460, 0.106, 0.139, 0.130, 0.072, 0.092, 0.095, 0.120, 0.100, 0.197]
}



{
  "formula": "C16H9F4O4",
  "method": "ωB97M-V/def2-TZVPD",
  "total_charge": -1,
  "lumo_ev": 2.1630,
  "e_homo_ev": -3.480,
  "orbital_gap_ha": 0.207,
  "species": ["F", "C", "C", "F", "C", "O", "C", "F", "C", "F", "C", "O", "C", "C", "C", "C", "C", "C", "C", "C", "C", "C", "O", "O", "H", "H", "H", "H", "H", "H", "H", "H", "H"],
  "coordinates": [[2.38610, 2.70674, 2.14002], [1.17323, 2.19867, 1.89816], [0.45426, 2.60159, 0.74900], [0.80831, 3.90893, 0.27782], [-1.05877, 2.43562, 0.84552], [-1.75349, 2.76643, -0.17147], [-1.59723, 1.69073, 1.95251], [-2.94787, 1.53165, 2.02031], [-0.81370, 1.18807, 2.93511], [-1.33086, 0.31220, 3.82840], [0.66598, 1.25477, 2.91677], [1.43378, 0.54152, 3.58806], [-1.15090, -0.11304, -1.60475], [-0.00938, 0.31059, -0.66145], [0.51738, 1.75369, -0.76679], [2.01383, 1.82634, -0.97114], [2.57739, 2.93460, -1.81041], [1.82101, 3.64229, -2.75465], [2.39989, 4.70275, -3.47673], [3.69812, 5.12242, -3.19523], [4.46707, 4.41532, -2.25079], [3.90454, 3.34494, -1.55690], [2.79309, 1.03582, -0.41885], [0.40577, -0.50941, 0.16970], [-1.32445, 0.59752, -2.43313], [-0.91692, -1.11338, -2.02183], [-2.05412, -0.22135, -0.96590], [-0.12676, 2.43130, -1.27528], [0.77973, 3.36665, -2.93598], [1.77272, 5.22425, -4.19789], [4.11280, 5.97702, -3.71937], [5.46822, 4.72993, -2.00270], [4.49260, 2.81636, -0.80156]],
  "forces_ev_per_angstrom": [[1.214, -0.030, -0.524], [-1.755, -1.376, 2.459], [-0.576, 0.386, -0.690], [-0.513, -0.884, 0.494], [-2.073, 0.784, -2.964], [1.015, -0.421, 3.360], [-0.710, 0.187, 0.814], [0.563, -0.023, -0.210], [-0.040, -1.781, -0.282], [0.087, 1.164, -0.537], [2.329, 1.239, -2.569], [-1.214, 0.609, 0.589], [0.161, -0.056, 0.109], [0.378, -1.113, 1.272], [1.968, -1.024, 1.703], [1.203, -1.505, 0.248], [0.242, 0.843, 0.002], [0.510, -0.018, -0.107], [-0.358, -0.284, 0.584], [0.059, -0.619, 0.125], [-0.952, 0.014, -0.035], [-0.086, -0.089, -0.297], [-1.506, 1.352, -0.986], [-0.665, 1.884, -1.722], [-0.039, -0.277, 0.525], [-0.067, 0.544, 0.293], [0.409, 0.197, -0.533], [-0.030, 0.078, -0.938], [0.362, 0.105, 0.013], [0.269, -0.006, 0.077], [0.022, -0.075, 0.049], [0.146, 0.076, -0.075], [-0.350, 0.117, -0.249]],
  "lowdin_charge": [0.062, -0.190, -0.226, 0.032, -0.216, 0.033, -0.136, 0.070, -0.073, 0.106, -0.331, 0.010, -0.013, -0.360, -0.062, -0.301, -0.138, -0.023, -0.089, -0.097, -0.081, -0.010, 0.095, 0.084, 0.077, 0.082, 0.092, 0.090, 0.112, 0.095, 0.091, 0.092, 0.122]
}



{
  "formula": "C17H10F6NO4S2",
  "method": "ωB97M-V/def2-TZVPD",
  "total_charge": -1,
  "lumo_ev": 2.7656,
  "e_homo_ev": -3.720,
  "relative_energy_kcal_mol": 0.0,
  "orbital_gap_ha": 0.238,
  "species": ["F", "C", "F", "F", "S", "C", "C", "C", "C", "C", "C", "C", "O", "O", "H", "H", "H", "H", "H", "H", "F", "C", "F", "F", "S", "N", "C", "O", "C", "C", "C", "C", "C", "C", "C", "O", "H", "H", "H", "H"],
  "coordinates": [[3.47581, -0.31223, -3.81546], [2.80712, -0.47109, -2.67250], [2.12448, -1.62545, -2.71130], [3.66368, -0.51713, -1.64951], [1.60200, 0.99726, -2.40117], [0.14846, 0.41867, -1.05914], [-1.00127, 0.35638, -1.96864], [-1.63288, -0.86448, -2.22007], [-2.78455, -0.86586, -3.02023], [-3.26829, 0.36247, -3.52739], [-2.61812, 1.58488, -3.24011], [-1.47323, 1.57215, -2.47434], [2.33791, 2.14816, -1.90472], [0.99837, 1.01816, -3.71487], [0.55224, -0.57796, -0.81775], [-1.29358, -1.74293, -1.66784], [-3.28190, -1.81868, -3.21993], [-4.15652, 0.35219, -4.18382], [-3.02064, 2.54020, -3.59486], [-1.05910, 2.53172, -2.12808], [1.17339, -0.80828, 7.13055], [1.25877, -1.46971, 5.94800], [2.51274, -1.99461, 5.83816], [0.38702, -2.51476, 5.98535], [0.88336, -0.23738, 4.65884], [1.09201, -1.50356, 3.32807], [-0.25454, -1.59363, 2.80413], [-1.16031, -2.23297, 3.30284], [-0.30160, -0.67871, 1.64370], [0.93997, -0.03681, 1.52088], [1.18180, 1.10035, 0.81142], [0.01186, 1.51630, 0.01405], [-1.25810, 1.26755, 0.73702], [-1.43360, 0.01856, 1.24754], [1.90107, -0.71792, 2.40713], [3.10671, -0.59676, 2.51718], [2.20350, 1.36386, 0.55107], [0.09188, 2.47220, -0.50881], [-2.03441, 2.01880, 0.78343], [-2.42155, -0.45896, 1.27122]],
  "forces_ev_per_angstrom": [[-0.214, -0.079, 0.394], [-0.250, 0.554, 0.851], [0.159, 0.366, -0.111], [0.056, -0.169, -0.289], [-0.673, -0.224, 0.476], [0.768, 0.207, -3.231], [-0.447, -0.324, -0.183], [-0.489, 0.912, -0.065], [0.214, 0.690, 0.001], [0.080, -0.397, -0.255], [-0.557, -0.647, -0.349], [-0.712, 0.031, 0.458], [-0.182, -0.805, -0.400], [0.241, 0.330, 0.047], [-0.475, 0.588, 0.556], [-0.010, 0.088, -0.420], [-0.025, 0.456, -0.033], [0.502, 0.064, 0.505], [0.069, -0.480, 0.040], [0.058, -0.656, -0.487], [0.130, -0.435, -0.199], [0.036, -0.285, -0.070], [-1.188, 0.450, 0.251], [0.936, 1.019, 0.049], [0.520, -2.364, -0.156], [0.332, 1.068, 2.176], [-1.389, 0.765, -2.362], [0.785, 0.033, 0.159], [0.500, -1.809, 1.227], [1.437, 0.724, 0.037], [0.909, -0.548, 1.521], [1.722, -0.897, -0.776], [-0.965, 0.075, 0.127], [-1.499, 0.529, -0.501], [1.170, 0.626, -0.138], [-1.405, -0.392, -0.245], [-0.182, 0.518, 0.452], [0.037, 0.032, 0.548], [-0.200, -0.144, -0.590], [0.199, 0.530, 0.984]],
  "lowdin_charge": [0.137, -0.650, 0.126, 0.129, 0.837, -0.187, -0.280, -0.015, -0.075, -0.087, -0.075, -0.057, -0.318, -0.322, 0.127, 0.123, 0.097, 0.096, 0.103, 0.127, 0.045, -0.825, 0.070, 0.078, 1.125, -0.134, -0.502, 0.045, -0.175, -0.211, -0.007, -0.313, -0.064, -0.060, -0.463, 0.084, 0.117, 0.129, 0.095, 0.129]
}



Which formula does entry 2 have?
C16H9BrF3N7